1.
{
  "formula": "C2H4N2O2",
  "method": "ωB97M-V/def2-TZVPD",
  "symbols": ["N", "N", "O", "C", "C", "O", "H", "H", "H", "H"],
  "xyz": [[1.224834, 0.930055, 4.042014], [0.776354, -0.021123, 3.652179], [0.239892, -0.943168, 3.245420], [-0.800506, 0.856546, 0.729056], [0.027955, -0.318442, 0.509589], [1.154453, -0.458016, 0.818819], [-1.809985, 0.502851, 0.731640], [-0.749324, 1.410654, -0.214757], [-0.639385, 1.378963, 1.576945], [-0.379721, -1.095996, -0.155702]],
  "forces_ev_per_a": [[0.1, -0.5, -0.1], [1.3, 3.5, 1.4], [-1.5, -3.1, -0.8], [-1.6, -1.3, -2.7], [-0.6, -0.7, -1.7], [2.6, 0.0, 1.1], [-0.9, -0.1, 0.2], [0.2, 0.4, 0.3], [1.0, 2.0, 2.5], [-0.7, -0.1, 0.0]],
  "e_tot_ev": -9211.272,
  "smiles": "N#[N+][O-].CC=O",
  "largest_force_ev_per_a": 4.00,
  "gap_ev": 10.89,
  "homo_energy_ha": -0.3648,
  "relative_energy_kcal_mol": 91.12
}

***

2.
{
  "formula": "C2H4N2O2",
  "method": "ωB97M-V/def2-TZVPD",
  "symbols": ["H", "N", "C", "C", "N", "O", "O", "H", "H", "H"],
  "xyz": [[-2.154368, 0.329315, -1.452504], [-1.518622, 0.695751, -0.768614], [-0.888541, -0.295369, -0.224525], [0.158363, 0.060554, 0.804074], [1.440237, 0.012089, 0.063833], [1.793342, 0.971782, -0.564552], [1.985425, -1.055090, 0.048497], [-1.108958, -1.246369, -0.709004], [0.019874, 1.115313, 1.010037], [0.273244, -0.587977, 1.792760]],
  "forces_ev_per_a": [[-0.4, -0.1, -0.6], [1.1, -0.8, 1.7], [-1.6, 1.7, -1.6], [-0.1, -0.7, 1.8], [0.0, -0.4, -0.3], [0.1, 0.9, -0.1], [0.8, -1.3, 0.1], [0.7, -0.6, 1.0], [-0.2, 0.0, 0.3], [-0.4, 1.2, -2.4]],
  "e_tot_ev": -9210.088,
  "smiles": "[H]/N=C/C[N+](=O)[O-]",
  "largest_force_ev_per_a": 2.83,
  "gap_ev": 11.00,
  "homo_energy_ha": -0.4029,
  "relative_energy_kcal_mol": 118.40
}

***

3.
{
  "formula": "C2H4N2O2",
  "method": "ωB97M-V/def2-TZVPD",
  "symbols": ["O", "C", "C", "N", "H", "N", "O", "H", "H", "H"],
  "xyz": [[-0.124958, 1.367707, -1.208196], [0.655407, 0.925245, -0.454656], [1.905422, 0.295781, 0.022917], [1.419577, 0.959197, 0.997089], [2.792805, -0.192955, -0.328982], [-1.863784, -0.660968, 0.142528], [-0.470262, -0.906911, 0.395740], [-1.903994, 0.198837, -0.409638], [-2.132423, -1.422407, -0.477711], [-0.277790, -0.563526, 1.320910]],
  "forces_ev_per_a": [[-0.9, 0.7, 0.2], [5.3, -2.4, 2.7], [-3.1, 1.7, -3.0], [-1.4, 0.8, -0.5], [0.6, -0.5, 0.5], [0.0, -0.1, 0.3], [-0.1, 0.5, 1.2], [0.2, -0.2, 0.0], [0.1, 0.1, 0.1], [-0.8, -0.7, -1.5]],
  "e_tot_ev": -9208.926,
  "smiles": "O=c1cn1.NO",
  "largest_force_ev_per_a": 6.42,
  "gap_ev": 9.67,
  "homo_energy_ha": -0.3324,
  "relative_energy_kcal_mol": 145.21
}

***

4.
{
  "formula": "C2H4N2O2",
  "method": "ωB97M-V/def2-TZVPD",
  "symbols": ["H", "N", "N", "O", "C", "C", "O", "H", "H", "H"],
  "xyz": [[-0.783281, 2.521484, 0.082321], [-0.268948, 1.559928, 0.024025], [-1.017943, 0.605715, 0.051743], [-2.271359, 0.605440, 0.046229], [-0.298470, -0.787932, 0.099636], [1.088698, -0.736807, -0.140778], [-0.987860, -1.750257, 0.098186], [1.467900, -0.254494, 0.728571], [1.527935, -0.095941, -0.914918], [1.543325, -1.667132, -0.075018]],
  "forces_ev_per_a": [[0.5, -2.4, -0.3], [1.5, 3.9, 0.4], [-3.2, -1.3, 0.4], [1.2, -0.3, 0.1], [-2.8, -0.6, -2.2], [2.6, 1.8, 0.5], [-0.1, 0.4, 0.8], [0.7, 0.8, 1.0], [-0.8, -0.3, -0.2], [0.4, -2.0, -0.5]],
  "e_tot_ev": -9210.655,
  "smiles": "[H]/N=[N+](\\[O-])C(C)=O",
  "largest_force_ev_per_a": 4.19,
  "gap_ev": [10.14, 10.14],
  "homo_energy_ha": [-0.3831, -0.3831],
  "relative_energy_kcal_mol": 105.35
}

***

5.
{
  "formula": "C2H4N2O2",
  "method": "ωB97M-V/def2-TZVPD",
  "symbols": ["C", "N", "O", "H", "C", "N", "O", "H", "H", "H"],
  "xyz": [[1.865924, 1.157607, 0.029143], [2.498504, 0.227466, -0.220192], [3.221264, -0.668256, -0.492122], [1.130767, 1.854851, 0.287399], [-2.102933, -0.206152, -0.260008], [-1.099423, 0.331969, 0.267064], [-0.108227, -0.447273, 0.754723], [-2.880331, 0.438907, -0.628117], [-2.239954, -1.287329, -0.358524], [-0.285594, -1.401790, 0.620637]],
  "forces_ev_per_a": [[0.7, -0.5, -0.3], [-0.7, 1.8, 0.3], [0.9, -1.5, -0.4], [-0.5, 0.4, 0.2], [-0.3, -0.7, -0.2], [0.0, 0.8, 0.0], [0.1, -0.9, 0.3], [-0.1, 0.2, -0.1], [0.1, 0.0, 0.1], [-0.2, 0.3, -0.1]],
  "e_tot_ev": -9208.629,
  "smiles": "C#[N+][O-].C=NO",
  "largest_force_ev_per_a": 1.98,
  "gap_ev": 10.39,
  "homo_energy_ha": -0.3514,
  "relative_energy_kcal_mol": 152.06
}

***

6.
{
  "formula": "C2H4N2O2",
  "method": "ωB97M-V/def2-TZVPD",
  "symbols": ["C", "C", "N", "N", "O", "O", "H", "H", "H", "H"],
  "xyz": [[0.615540, -0.541413, -1.065690], [-0.442908, -0.289415, 0.375942], [-0.771676, -0.076704, -0.943462], [0.093325, 0.726481, 1.254833], [0.158346, 0.380411, 2.402814], [0.348191, 1.754228, 0.751974], [1.497460, 0.136592, -1.145775], [0.612223, -1.671573, -1.192597], [-0.847378, -1.178342, 0.914780], [-1.263122, 0.759734, -1.352819]],
  "forces_ev_per_a": [[0.6, -1.4, -3.9], [-3.2, 0.9, 4.3], [1.4, 0.1, -0.1], [-3.9, -5.5, -2.3], [0.9, -0.4, 3.5], [1.8, 5.2, -2.0], [-1.1, -0.6, -0.4], [0.6, 1.7, 0.6], [1.1, 0.5, -0.6], [1.8, -0.4, 1.0]],
  "e_tot_ev": -9204.837,
  "largest_force_ev_per_a": 7.13,
  "gap_ev": [6.95, 7.11],
  "spin_multiplicity": 3,
  "homo_energy_ha": [-0.2247, -0.3793],
  "relative_energy_kcal_mol": 116.81
}

***

7.
{
  "formula": "C2H4N2O2",
  "method": "ωB97M-V/def2-TZVPD",
  "symbols": ["C", "C", "N", "N", "O", "O", "H", "H", "H", "H"],
  "xyz": [[0.352015, 0.787850, 0.075359], [1.508853, -0.000712, -0.188225], [-2.226699, 0.244077, 0.001180], [-1.148638, -0.374778, 0.146552], [0.063825, 1.939496, 0.255043], [-0.931171, -1.542380, 0.429676], [1.955943, -0.351873, 0.754378], [2.275895, 0.641819, -0.863056], [1.281632, -0.943810, -0.752419], [-3.131651, -0.399687, 0.141508]],
  "forces_ev_per_a": [[-1.6, 1.9, 1.5], [2.4, -1.0, -2.4], [-2.8, -0.1, 0.1], [0.0, 1.0, -0.6], [-0.2, -1.7, -0.7], [0.8, -1.2, 0.3], [0.3, 0.4, -0.2], [-1.6, -1.5, 1.7], [0.1, 1.0, 0.4], [2.8, 1.2, -0.1]],
  "e_tot_ev": -9206.703,
  "largest_force_ev_per_a": 3.50,
  "gap_ev": [6.52, 7.62],
  "spin_multiplicity": 3,
  "homo_energy_ha": [-0.2198, -0.3924],
  "relative_energy_kcal_mol": 73.77
}

***

8.
{
  "formula": "C2H4N2O2S",
  "method": "ωB97M-V/def2-TZVPD",
  "symbols": ["C", "C", "S", "N", "N", "O", "O", "H", "H", "H", "H"],
  "xyz": [[0.172386, -1.715945, -0.489890], [0.013697, -0.441153, -0.579102], [1.141802, 0.886048, -0.738551], [1.079279, 1.239141, 0.881130], [-1.498016, 0.317795, -0.136997], [-2.250706, -0.360253, 0.511403], [-1.538297, 1.472698, -0.536172], [0.934322, -2.264656, -0.962104], [-0.599538, -2.413588, -0.208238], [2.041395, 1.233568, 1.214639], [0.503673, 2.046341, 1.043886]],
  "forces_ev_per_a": [[-1.6, -1.7, -0.5], [-1.5, 2.9, 0.6], [0.0, -0.9, -1.6], [0.8, 0.0, 0.5], [3.1, -1.1, -0.9], [-0.3, 1.0, -0.4], [-1.3, -1.4, 1.1], [1.7, 0.0, -0.1], [-0.7, 0.3, 0.3], [-0.7, 0.5, 0.5], [0.3, 0.5, 0.4]],
  "e_tot_ev": -20044.307,
  "smiles": "C=C(SN)[N+](=O)[O-]",
  "largest_force_ev_per_a": 3.42,
  "gap_ev": 9.41,
  "homo_energy_ha": -0.3392,
  "relative_energy_kcal_mol": 119.35
}

***

9.
{
  "formula": "C2H4N2O2S",
  "method": "ωB97M-V/def2-TZVPD",
  "symbols": ["O", "N", "C", "N", "O", "C", "S", "H", "H", "H", "H"],
  "xyz": [[1.753871, 0.647843, -1.918021], [2.037959, 0.403043, -0.558907], [1.134974, 0.180839, 0.344794], [-0.281005, -0.172707, 0.126318], [-0.865434, 0.223532, -1.070620], [-1.058757, -0.555402, 1.154006], [-2.697534, -0.769677, 1.286464], [0.837428, 0.527338, -2.042919], [1.528418, -0.102176, 1.236095], [-1.844233, 0.457296, -0.648182], [-0.545688, -0.839930, 2.090973]],
  "forces_ev_per_a": [[1.8, -0.2, 2.0], [-1.0, 0.6, 0.3], [-1.1, -0.4, -5.3], [1.5, 0.5, 1.1], [-3.1, 0.7, 2.3], [-0.3, -0.8, 1.1], [0.7, 0.7, -1.2], [-2.1, -0.2, -0.4], [0.7, -0.5, 2.8], [2.4, -0.7, -1.9], [0.5, 0.5, -0.9]],
  "e_tot_ev": -20044.616,
  "smiles": "O/N=C\\N(O)C=S",
  "largest_force_ev_per_a": 5.47,
  "gap_ev": 9.09,
  "homo_energy_ha": -0.3426,
  "relative_energy_kcal_mol": 112.22
}

***

10.
{
  "formula": "C2H4N2O2S",
  "method": "ωB97M-V/def2-TZVPD",
  "symbols": ["O", "C", "N", "O", "C", "N", "S", "H", "H", "H", "H"],
  "xyz": [[-1.438297, -1.287367, 0.322529], [-1.076241, -0.992022, -0.756336], [-0.378416, 0.157852, -1.104566], [-0.542687, 0.494937, -2.399917], [0.128894, 1.118451, -0.226463], [0.829738, 1.097119, 0.778957], [1.204030, -0.204139, 1.782588], [-1.230892, -1.669722, -1.749226], [0.347146, 0.616039, -2.806316], [-0.071811, 2.135246, -0.715154], [0.063777, -1.019278, 1.544434]],
  "forces_ev_per_a": [[-0.6, -0.5, 2.1], [0.6, -0.8, -4.4], [-0.4, -2.4, 2.0], [0.7, 1.1, -1.7], [-1.2, 3.0, -3.4], [0.7, -0.2, 2.4], [-1.1, -1.0, -0.4], [0.1, 1.5, 2.1], [-0.7, -0.3, 0.5], [0.5, -1.2, 0.7], [1.4, 0.8, 0.2]],
  "e_tot_ev": -20046.029,
  "smiles": "O=CN(O)/C=N\\S",
  "largest_force_ev_per_a": 4.67,
  "gap_ev": 9.12,
  "homo_energy_ha": -0.3215,
  "relative_energy_kcal_mol": 79.64
}